C5H7NO | ωB97M-V/def2-TZVPD

LUMO	0.0393	Ha
energy relative to the best compared isomer or geometry (same formula, charge and spin)	2.915	eV
molecular weight	97.12	u
E	-324.61735	hartree
HOMO level	-9.39	eV
total charge	0

Cartesian coordinates (Å):
C1 -1.3495 0.9749 -1.9454
N1 -0.5281 -0.1329 -1.4912
C2 0.1232 -0.0282 -0.4304
O1 0.1901 0.9998 0.5156
C3 1.0748 0.1863 1.3172
C4 0.4130 -1.0930 1.6868
C5 1.0403 -0.9385 0.3268
H1 -0.9947 1.2742 -2.9373
H2 -2.3862 0.6397 -2.0614
H3 -1.3316 1.8490 -1.2835
H4 1.6138 0.5901 2.1515
H5 -0.6497 -1.0265 1.8676
H6 1.0058 -1.6892 2.3808
H7 1.7787 -1.6057 -0.0971